Record 1
58
Properties=species:S:1:pos:R:3 method="wB97M-V/def2-TZVPD" fmax_ev_per_a=3.43 orbital_gap_ev=8.7 lumo_ev=0.66 total_charge=0 multiplicity=1 de_lowest_ev=0.000 homo_energy_ev=-8.08
C -4.72081 1.13853 2.11621
C -3.95542 1.11165 0.82894
O -2.64660 0.55704 1.11633
C -1.99398 0.26183 -0.01630
O -2.50812 0.41322 -1.12180
C -0.58258 -0.26271 0.19662
C -0.48738 -1.72734 0.33650
C 0.90979 -2.22226 0.75068
C 1.31082 -3.50260 0.35736
C 2.55349 -3.99646 0.74543
C 3.45720 -3.15516 1.41689
C 3.05498 -1.87955 1.79784
C 1.76054 -1.42329 1.52451
N -1.49528 -2.25953 1.24419
C -2.89234 -2.32790 0.81579
C -1.15946 -3.41618 2.02928
P 0.33809 0.39465 -1.30489
O 0.44097 -0.72222 -2.30108
C -0.20839 1.95602 -2.09534
C -0.75681 3.05848 -1.42052
C -1.00648 4.25228 -2.11055
C -0.72177 4.35998 -3.47383
C -0.18506 3.26178 -4.15417
C 0.06803 2.07136 -3.46861
C 1.98076 0.90648 -0.66801
C 2.16109 2.07759 0.07891
C 3.44141 2.42017 0.52545
C 4.53316 1.60583 0.21139
C 4.35554 0.46517 -0.57931
C 3.08316 0.13062 -1.03973
H -5.71093 1.56459 1.94049
H -4.85992 0.13212 2.52150
H -4.22645 1.75454 2.87138
H -4.45145 0.48842 0.08041
H -3.80732 2.12298 0.42920
H -0.16890 0.24543 1.08357
H -0.63249 -2.17511 -0.66899
H 0.62877 -4.12479 -0.23785
H 2.81765 -5.02351 0.51000
H 4.44669 -3.52733 1.68682
H 3.74473 -1.20378 2.31414
H 1.42959 -0.43537 1.85715
H -3.28535 -3.31060 1.12405
H -3.48501 -1.56290 1.34642
H -3.03512 -2.22022 -0.27356
H -2.03499 -3.65425 2.64270
H -0.94438 -4.29965 1.40500
H -0.29584 -3.23743 2.67669
H -0.98805 2.99845 -0.35566
H -1.42321 5.09992 -1.56501
H -0.91320 5.29362 -4.00499
H 0.04416 3.32764 -5.21713
H 0.48163 1.21124 -3.99820
H 1.31006 2.72343 0.30129
H 3.57623 3.32783 1.11807
H 5.52824 1.85615 0.58224
H 5.20200 -0.17264 -0.83679
H 2.92431 -0.74627 -1.67114

Record 2
41
Properties=species:S:1:pos:R:3 method="wB97M-V/def2-TZVPD" fmax_ev_per_a=3.26 orbital_gap_ev=6.7 lumo_ev=-0.20 total_charge=0 multiplicity=1 de_lowest_ev=3.021 homo_energy_ev=-6.95
C -4.12754 -0.16661 0.19432
C -3.52641 0.52158 1.48624
C -4.09884 1.94873 1.58775
C -1.96166 0.54940 1.62826
C -1.22307 1.16725 0.39962
C 0.30838 1.12401 0.56504
C 0.75230 -0.37650 0.70018
N 2.19136 -0.48751 0.92268
C 3.09306 -0.85185 -0.04729
N 4.24432 -1.60389 0.29919
N 4.93363 -1.82732 -0.75049
C 4.29728 -1.24557 -1.84363
C 4.68121 -1.09274 -3.15896
C 3.79701 -0.34271 -4.08736
C 2.53247 0.08827 -3.61227
N 2.17447 -0.15767 -2.26761
C 3.04962 -0.69249 -1.36179
C 0.07088 -0.98617 1.93270
C -1.45916 -0.93278 1.80800
H -5.21749 -0.23685 0.24563
H -3.91490 0.38959 -0.71846
H -3.73636 -1.15746 0.09471
H -3.90270 -0.04694 2.36711
H -3.62111 2.47268 2.44011
H -5.19303 1.98924 1.65703
H -3.72287 2.43906 0.69199
H -1.67074 1.12314 2.52539
H -1.53880 2.19940 0.23825
H -1.55170 0.63329 -0.50276
H 0.78131 1.59278 -0.30497
H 0.60739 1.65911 1.44026
H 0.42505 -0.85741 -0.20232
H 2.42503 -0.87281 1.81510
H 5.62025 -1.48244 -3.47396
H 4.09850 -0.19731 -5.09542
H 1.85240 0.68308 -4.25661
H 1.45117 0.40681 -1.86737
H 0.39669 -0.43127 2.80071
H 0.38956 -2.00152 2.08878
H -1.91816 -1.40280 2.65467
H -1.78883 -1.53682 0.96758

Record 3
35
Properties=species:S:1:pos:R:3 method="wB97M-V/def2-TZVPD" fmax_ev_per_a=0.73 orbital_gap_ev=9.2 lumo_ev=0.36 total_charge=0 multiplicity=1 de_lowest_ev=0.000 homo_energy_ev=-8.87
C 2.69748 1.31784 -1.91146
C 2.21671 0.34072 -0.84246
C 2.27343 0.99797 0.55257
O 2.94809 1.97799 0.74615
C 1.54549 0.29874 1.64107
C 1.09964 1.07445 2.71015
C 0.38352 0.50005 3.74162
C 0.11587 -0.85950 3.72519
C 0.57559 -1.64175 2.67861
C 1.28470 -1.06952 1.63793
N 0.86700 -0.11536 -1.13728
C 0.63425 -1.27567 -1.80367
N -0.51045 -1.73453 -2.13208
C -1.61660 -0.99541 -1.79555
C -2.88806 -1.46775 -2.13709
C -4.00407 -0.73529 -1.80348
C -3.88480 0.47763 -1.12447
C -2.64226 0.95850 -0.78113
C -1.49797 0.22963 -1.11309
C -0.17712 0.72388 -0.75554
O 0.05999 1.76071 -0.16419
H 2.04266 2.18560 -1.93052
H 3.70066 1.65404 -1.66610
H 2.70082 0.84356 -2.89068
H 2.87400 -0.53748 -0.81636
H 1.31212 2.13210 2.69590
H 0.03269 1.11070 4.56018
H -0.44583 -1.31174 4.52919
H 0.38010 -2.70405 2.67078
H 1.65014 -1.70340 0.84296
H 1.50952 -1.85573 -2.07134
H -2.96225 -2.40710 -2.66131
H -4.98489 -1.10142 -2.06909
H -4.77141 1.03819 -0.86960
H -2.51873 1.89342 -0.25582

Record 4
31
Properties=species:S:1:pos:R:3 method="wB97M-V/def2-TZVPD" fmax_ev_per_a=4.48 orbital_gap_ev=9.1 lumo_ev=-2.79 total_charge=+1 multiplicity=1 de_lowest_ev=0.967 homo_energy_ev=-11.91
C -3.31509 -1.58499 -0.32797
C -3.97942 -0.45028 0.19460
C -0.72166 2.10803 -0.16059
C -1.96030 -1.30327 -0.43746
C -1.84719 -0.06477 0.14498
C 0.53857 2.75555 -0.45752
C 1.50149 -2.42284 0.31803
C 2.69071 -0.84358 -0.96940
C 2.32801 -0.48148 1.37951
N -0.71801 0.82548 0.14241
N -1.85485 2.76318 -0.11023
N 1.73503 -0.99985 0.13182
O -3.05473 0.51092 0.42130
H -3.74682 -2.42356 -0.70598
H -4.93069 -0.15756 0.56580
H 2.40761 0.64737 1.18441
H -1.27652 -1.93405 -0.82054
H 0.73368 2.37465 -1.50536
H 0.41233 3.88581 -0.53812
H 1.44263 2.35691 0.00422
H 2.40567 -2.95511 0.51279
H 0.89656 -2.45500 1.28378
H 0.86689 -2.92640 -0.45747
H 3.67812 -1.00731 -0.64788
H 2.47426 -1.32498 -1.99462
H 2.75919 0.29960 -1.29323
H 3.31675 -0.85268 1.64794
H 1.58933 -0.59654 2.26654
H -1.94389 3.79200 -0.16658
H -2.67032 2.26790 0.21650
H 0.24265 0.19684 0.17831

Record 5
3
Properties=species:S:1:pos:R:3 method="wB97M-V/def2-TZVPD" fmax_ev_per_a=2.15 orbital_gap_ev=12.6 lumo_ev=1.03 total_charge=0 multiplicity=1 de_lowest_ev=0.066 homo_energy_ev=-11.56
O 0.18557 0.27883 0.24620
H -0.59484 0.40508 -0.36944
H 0.40927 -0.68391 0.12324

Record 6
16
Properties=species:S:1:pos:R:3 method="wB97M-V/def2-TZVPD" fmax_ev_per_a=9.07 orbital_gap_ev="7.7 / 7.5" lumo_ev="-0.23 / -0.77" total_charge=0 s_squared=0.75 multiplicity=2 de_lowest_ev=0.000 homo_energy_ev="-7.90 / -8.22"
H 1.88715 0.76002 -0.64502
C 1.38458 1.02815 0.30549
C 1.40089 -0.21588 1.18611
O 0.80347 -1.36605 0.54703
C -0.49434 -1.48880 0.44486
O -1.28913 -0.78563 1.09272
O -0.83212 -2.21892 -0.56611
Sn -1.54612 1.07051 0.59578
O 0.13000 1.55125 0.03848
H 2.05398 1.75430 0.80833
H 0.90853 -0.07166 2.15582
H 2.43675 -0.52127 1.37409
H -0.95117 -1.57422 -1.45319
O -2.56222 0.91273 -1.00194
O -1.29838 0.18034 -2.73810
C -2.03187 0.98513 -2.14434

Record 7
14
Properties=species:S:1:pos:R:3 method="wB97M-V/def2-TZVPD" fmax_ev_per_a=1.07 orbital_gap_ev=9.0 lumo_ev=0.50 total_charge=0 multiplicity=1 de_lowest_ev=3.580 homo_energy_ev=-8.54
C -0.34171 1.34388 1.08629
N 0.64033 0.49638 0.71358
C 0.34498 -0.52129 -0.16325
C -0.31063 -0.19103 -1.48321
C 1.30708 -1.58821 -0.16252
N 2.06044 -2.47050 -0.13331
H -0.93030 1.81617 0.30856
H -0.15295 1.93542 1.97584
H -1.38214 0.00471 1.16682
H 1.29327 0.24305 1.44471
H -1.09101 -0.72210 0.71918
H -0.55058 -1.11561 -2.01320
H -1.24257 0.36336 -1.34246
H 0.35579 0.40577 -2.11701

Record 8
47
Properties=species:S:1:pos:R:3 method="wB97M-V/def2-TZVPD" fmax_ev_per_a=0.84 orbital_gap_ev=9.4 lumo_ev=0.57 total_charge=0 multiplicity=1 de_lowest_ev=0.915 homo_energy_ev=-8.79
C -3.34496 4.79402 2.22732
C -3.20632 3.60949 2.12788
C -2.99219 2.18411 1.97072
N -1.63613 1.89784 1.55331
C -0.83002 1.04250 2.20634
O -1.13475 0.46429 3.23346
C 0.48039 0.80598 1.52354
C 1.35381 -0.07617 2.00708
C 2.64411 -0.40725 1.32745
C 2.64884 -1.81246 0.76156
C 3.85323 -2.37224 0.35050
C 3.89935 -3.63832 -0.20218
C 2.72210 -4.35179 -0.33972
Br 2.76984 -6.09579 -1.10947
C 1.51302 -3.82262 0.07282
C 1.48376 -2.55420 0.62313
C 2.91502 0.63182 0.22570
C 1.61979 0.95417 -0.52127
O 1.15908 -0.21282 -1.12731
C 0.18293 -0.06005 -2.14114
C -1.14909 0.50310 -1.64357
C -2.28788 0.28504 -2.63558
C -3.57410 0.95333 -2.13999
O -3.96422 0.52057 -0.85864
O 0.66239 1.51295 0.35461
H -3.49070 5.82753 2.33298
H -3.69647 1.78763 1.22666
H -3.14489 1.67158 2.92627
H -1.29065 2.34368 0.71838
H 1.10500 -0.58658 2.92361
H 3.45646 -0.34565 2.06252
H 4.77196 -1.81435 0.46354
H 4.83739 -4.06643 -0.52136
H 0.60425 -4.39489 -0.03547
H 0.54186 -2.13685 0.94226
H 3.27888 1.55899 0.67143
H 3.65015 0.26125 -0.48708
H 1.78818 1.74335 -1.27527
H 0.58271 0.57491 -2.94613
H 0.04645 -1.07361 -2.52708
H -1.04205 1.57374 -1.46001
H -1.40030 0.02107 -0.69663
H -2.02880 0.70777 -3.60770
H -2.45984 -0.78634 -2.76925
H -4.38214 0.78089 -2.86547
H -3.42350 2.03154 -2.04427
H -4.09195 -0.43474 -0.87848